Molecular formula: C28H20N3O3RuS
Method: DFT, ωB97M-V with the def2-TZVPD basis set

Geometry as ORCA input:
```
! wB97M-V def2-TZVPD RIJCOSX def2/J DEFGRID3
* xyz 1 5
Ru -0.005 -0.112 -0.255
C -0.180 -4.026 -2.377
O -1.579 -4.202 -2.121
C -2.423 -3.151 -2.016
C -3.722 -3.376 -2.391
C -4.733 -2.390 -2.308
C -4.425 -1.154 -1.848
C -3.092 -0.867 -1.426
C -2.844 0.440 -0.999
N -1.678 0.908 -0.564
N -1.668 2.226 -0.325
C -0.413 2.627 0.003
O 0.563 1.809 -0.001
C -0.200 4.021 0.374
C -1.286 4.882 0.545
C -1.062 6.195 0.918
C 0.238 6.649 1.107
C 1.320 5.795 0.929
C 1.105 4.479 0.565
C -2.078 -1.887 -1.480
O -0.876 -1.699 -1.017
H 0.356 -3.740 -1.477
H -0.016 -3.286 -3.161
H 0.162 -4.997 -2.721
H -3.952 -4.366 -2.766
H -5.739 -2.624 -2.627
H -5.172 -0.374 -1.796
H -3.638 1.178 -1.050
H -2.290 4.516 0.388
H -1.897 6.867 1.059
H 0.409 7.678 1.396
H 2.328 6.159 1.074
H 1.934 3.800 0.426
S 3.468 -1.902 1.941
C 3.969 -1.774 0.281
C 5.191 -2.120 -0.287
C 5.347 -1.928 -1.644
C 4.307 -1.403 -2.423
C 3.096 -1.061 -1.857
C 2.936 -1.250 -0.488
N 1.788 -0.974 0.261
C 1.934 -1.268 1.540
C 0.825 -1.034 2.461
C 0.897 -1.295 3.825
C -0.206 -1.025 4.617
C -1.359 -0.503 4.042
C -1.417 -0.246 2.675
C -0.326 -0.507 1.853
H 5.993 -2.528 0.314
H 6.286 -2.186 -2.112
H 4.459 -1.264 -3.484
H 2.288 -0.655 -2.453
H 1.799 -1.702 4.271
H -0.169 -1.220 5.680
H -2.218 -0.294 4.668
H -2.334 0.159 2.258
*
```

## Properties
LUMO (alpha / beta) in eV: -3.6 / -6.0
Energy above the lowest of the compared OMol25 structures with the same formula, charge and spin in kcal per mole: 8.2
Gap between HOMO and LUMO (alpha / beta) in eV: 6.2 / 5.2

Atomic partial charges in e from the Löwdin method, atoms 1 to 2: Ru 1.469; C -0.044